This record from the OMol25 dataset describes C38H72F28N10O28S12 as an isolated structure at a distorted geometry. The level of theory is ωB97M-V/def2-TZVPD.

Geometry as XYZ:
```
188
Properties=species:S:1:pos:R:3:forces:R:3:lowdin_charge:R:1
C 19.557880 18.697340 17.594995 0.4579 0.9941 -0.5115 -0.069
O 18.410680 19.473250 17.902735 -1.1904 0.0515 -0.5870 -0.216
C 18.137020 20.570110 16.995725 0.0779 -0.1837 -0.7720 -0.146
C 17.613910 20.225070 15.536135 -0.2167 -1.4122 1.7491 -0.026
N 16.379460 19.356090 15.763685 0.0035 0.0428 -3.3799 0.063
H 16.569090 18.514410 16.288755 0.5710 0.0295 0.5081 0.130
H 15.647710 19.922620 16.168275 -0.3153 0.3285 0.8587 0.044
C 15.683560 18.763590 14.506335 0.7865 -0.7150 -0.2083 -0.031
C 16.578920 17.704220 13.797275 -0.2222 0.5427 1.3178 -0.164
O 17.223030 16.980250 14.857905 -0.8325 -0.9300 -0.4208 -0.228
C 18.090270 15.918780 14.404395 0.5275 0.6117 1.1248 -0.051
H 20.407070 19.334500 17.841965 0.4758 -0.3015 -0.1700 0.080
H 19.582690 18.474250 16.528355 0.1508 -0.1720 -0.0589 0.091
H 19.606320 17.765590 18.158545 -0.4168 0.1675 0.1512 0.076
H 18.980760 21.251820 16.888565 0.3628 -0.1925 -0.0072 0.112
H 17.349040 21.135410 17.493355 -0.1085 -0.0031 -0.0593 0.094
H 18.245960 19.602770 14.902605 0.4264 0.3562 0.2646 0.115
H 17.329760 21.129090 14.997515 -0.0366 -0.1128 0.1611 0.129
H 15.342720 19.436480 13.719475 0.3989 0.8469 0.4357 0.120
H 14.777150 18.351900 14.950215 -0.0023 -0.4744 -0.1879 0.118
H 17.335570 18.136520 13.142525 -0.0779 0.2992 -0.0030 0.119
H 15.912770 17.095560 13.185815 0.0522 -0.2546 0.0456 0.110
H 17.768210 15.360990 13.525055 -0.0190 0.5143 -0.2748 0.092
H 18.217490 15.187650 15.202735 -0.5018 -0.0065 0.2546 0.061
H 19.071700 16.392090 14.374615 0.2333 -0.2801 -0.9857 0.097
C 16.395490 12.259640 14.491055 -0.7412 0.3476 -1.2197 -0.103
O 16.230910 12.931870 15.707755 -1.3582 -0.1011 2.4834 -0.206
C 14.971250 12.733330 16.414685 1.1859 0.4249 -0.2451 -0.161
C 15.081010 13.496510 17.758455 -0.2366 1.3628 -1.8476 -0.027
N 15.371750 14.976040 17.308585 1.3422 -0.3075 2.4550 0.091
H 16.164920 14.847710 16.696615 0.7449 0.1961 -0.5823 0.116
H 14.637550 15.370380 16.738015 -0.9760 0.0823 -0.3309 0.066
C 15.786590 15.976620 18.439955 -0.0068 -1.5408 -0.4731 -0.037
C 17.181180 15.594390 18.948215 0.9052 -0.2361 -1.2421 -0.162
O 18.115470 15.427370 17.836745 -2.2155 1.0302 -0.1929 -0.225
C 19.250610 14.648630 18.049155 0.1177 -0.2808 1.4362 -0.105
H 15.568700 12.474470 13.814025 -0.2066 0.4181 -0.1512 0.073
H 16.354500 11.171050 14.528115 0.7849 -0.0544 0.5063 0.087
H 17.274940 12.733140 14.054635 0.1347 -0.7880 -0.1639 0.096
H 14.692620 11.697790 16.609935 0.5058 -0.3342 0.0123 0.129
H 14.157260 13.123050 15.803425 -0.1073 0.2513 0.0351 0.094
H 15.920360 13.179250 18.377275 -0.1272 -0.0248 -0.1811 0.120
H 14.127920 13.452840 18.285545 0.1433 0.1990 0.0851 0.132
H 15.080540 15.756620 19.240705 -0.0319 0.3393 0.0633 0.128
H 15.685290 17.025160 18.159955 -0.0434 -0.2933 -0.5333 0.124
H 17.036070 14.669780 19.506905 0.5253 -0.2337 0.1024 0.111
H 17.586300 16.365660 19.603295 -0.2046 0.0481 0.2029 0.129
H 19.712740 14.973250 18.981435 0.3424 -0.0778 0.2236 0.086
H 20.004550 14.770890 17.271505 -0.5043 0.0292 -0.2710 0.102
H 18.937510 13.613020 18.181725 0.3375 -0.3288 -0.2187 0.090
C 14.669760 16.819140 9.734865 -0.6977 -0.6096 0.6163 -0.072
C 14.706780 15.321900 9.397065 0.0200 0.0731 0.0555 -0.234
C 13.387280 14.563030 9.129935 -0.3927 0.4565 0.6722 -0.169
C 12.348180 14.473570 10.301295 0.5534 -0.7677 -1.1496 -0.062
N 11.078830 13.688040 9.866155 -0.9579 -0.8984 0.4475 -0.221
C 10.130280 13.505260 11.025545 -0.8324 0.2086 1.0648 -0.102
C 9.512780 12.085310 11.011095 -0.6904 -0.0277 0.1880 -0.151
C 9.932360 11.455130 9.690035 -0.1068 1.4650 -0.2457 -0.143
C 11.277340 12.181720 9.511555 0.8205 -0.1085 -0.7075 -0.087
C 10.314690 14.434420 8.729105 1.6629 -1.4455 1.2410 0.063
H 15.680870 17.226190 9.727075 -0.1796 0.1736 -0.3116 0.087
H 14.311850 16.940600 10.757245 -0.0220 0.0872 0.2034 0.054
H 13.966690 17.390900 9.129155 0.3264 0.1237 -0.3417 0.080
H 15.289040 14.840150 10.182555 0.1157 -0.2731 -0.2073 0.097
H 15.209870 15.203960 8.437335 0.4701 -0.0947 0.1535 0.110
H 13.638740 13.557140 8.793705 0.0184 -0.0613 0.1670 0.088
H 13.001860 15.075870 8.248725 -0.6158 0.0576 0.0790 0.103
H 12.046970 15.443720 10.696495 -0.2837 0.0129 -0.2383 0.132
H 12.734610 13.903720 11.146305 0.1528 -0.0092 -0.1052 0.102
H 9.361260 14.269690 10.914385 0.0409 -0.0359 0.1986 0.129
H 10.601990 13.640270 11.998865 0.4680 0.3689 -0.3084 0.124
H 8.435900 12.144600 11.168925 -0.1106 0.1215 -0.3987 0.115
H 9.805710 11.441000 11.840045 0.6583 0.3596 0.0853 0.119
H 9.232180 11.749530 8.908265 -0.0106 -0.1883 -0.1611 0.101
H 9.964690 10.366340 9.729985 0.4484 0.1878 -0.0994 0.125
H 11.786280 12.115320 8.549955 -0.2763 -0.0045 -0.0625 0.129
H 11.936340 11.709660 10.240225 0.2798 0.6233 0.1890 0.119
H 10.169690 15.459830 9.069115 -0.0894 -0.1582 -0.1638 0.116
H 9.396960 13.862290 8.592915 0.0743 0.4188 -0.3018 0.096
H 11.032860 14.349880 7.913525 -0.6203 0.3311 -0.3350 0.094
C 22.334370 21.649440 21.389255 0.6820 1.7812 -0.4587 -0.111
C 21.446700 20.671860 20.716395 -1.2760 -1.3458 0.3742 -0.255
C 19.966410 20.690770 21.181195 -0.1478 0.1782 -0.0618 -0.179
C 19.179330 21.869700 20.545245 -0.3446 -0.4691 1.6141 -0.061
N 17.703620 22.013720 21.089605 0.3256 0.7717 -1.3248 -0.177
C 17.015730 23.281560 20.432145 -0.9636 -0.3561 0.0269 -0.105
C 16.047270 23.793590 21.470435 2.5429 0.0838 0.6373 -0.114
C 17.066390 23.719550 22.696295 -1.2817 0.8009 -0.4902 -0.137
C 17.620560 22.313320 22.617155 -0.7769 -0.5084 -0.5404 -0.085
C 16.883480 20.778930 20.661855 0.6466 2.0174 1.3477 0.036
H 22.306360 22.630200 20.914455 -0.1032 0.2097 0.0550 0.073
H 23.373470 21.332400 21.300645 0.0156 -0.0246 0.1924 0.078
H 22.076460 21.806510 22.436595 0.0397 -0.2123 0.0964 0.078
H 21.890960 19.733110 21.047295 -0.5142 -0.6082 -0.3836 0.106
H 21.414590 20.667130 19.626885 0.5807 0.2916 -0.0613 0.102
H 19.949070 20.691450 22.271055 -0.0184 0.4255 0.1784 0.099
H 19.493150 19.739760 20.936835 0.0201 -0.0512 -0.4299 0.089
H 19.171830 21.711280 19.466845 -0.4301 0.3110 0.0413 0.118
H 19.653950 22.814660 20.809605 0.0056 0.0939 -0.3037 0.104
H 16.457620 23.083590 19.517035 0.6477 -0.6835 -0.2537 0.095
H 17.686470 24.129650 20.294475 0.7205 -0.5865 -0.1842 0.116
H 15.152380 23.198710 21.653135 0.0658 -0.0130 -0.1258 0.110
H 15.819030 24.806890 21.139935 -0.2664 0.0271 0.4799 0.134
H 16.424370 24.050890 23.512455 0.6666 -0.7371 0.8408 0.115
H 17.946600 24.360850 22.650865 -0.5578 0.6854 -0.4860 0.084
H 16.886440 21.618300 23.024735 0.2527 -0.3166 -0.0161 0.120
H 18.597030 22.157880 23.075905 -0.1478 0.1181 -0.1288 0.113
H 17.438220 19.934820 21.071545 -0.2229 -0.2299 -0.7628 0.091
H 16.752930 20.961200 19.595155 0.0453 -1.0485 0.1607 0.077
H 15.940590 20.886450 21.198025 -0.1251 -0.1776 -0.3971 0.092
N 14.657550 21.049350 16.899125 1.3052 2.6290 -1.5855 -0.292
S 13.765140 21.149180 18.115935 -5.8113 -1.8243 6.2736 0.462
O 12.354070 21.320620 17.803095 2.0197 0.1880 0.4736 -0.265
O 14.256210 21.809890 19.333765 -0.1727 -0.8287 -2.1110 -0.303
F 13.789430 19.610100 18.565415 0.6944 -0.2654 -0.2843 -0.205
S 14.600340 22.656250 16.523465 1.5579 5.0370 -3.9760 0.596
O 15.348230 23.563500 17.394705 -1.2312 -2.2072 -0.7073 -0.271
O 13.370190 23.162700 15.932305 1.7220 -1.5131 1.4089 -0.247
F 15.578890 22.615460 15.226645 -0.5417 -0.8241 0.9998 -0.189
N 13.158180 15.663330 15.795805 3.2565 -2.9899 -4.4300 -0.285
S 11.822910 16.293200 15.837535 -8.9240 6.1032 3.8823 0.386
O 10.655230 15.440290 15.640915 1.6321 0.2604 -1.0341 -0.289
O 11.674500 17.700520 15.466085 0.7723 -2.4952 -0.3094 -0.268
F 11.801820 16.428410 17.404385 0.2571 -0.0754 1.3171 -0.190
S 13.086790 15.272900 14.133325 5.0943 0.3213 -2.2635 0.610
O 12.921510 16.416230 13.236835 -0.6932 -2.1802 1.6599 -0.260
O 12.676750 13.946420 13.754055 -0.6459 1.0523 0.7080 -0.275
F 14.717900 15.096120 14.072465 -0.9604 -0.0582 0.1960 -0.205
C 14.787820 11.355680 10.606315 2.2207 -0.4027 1.9366 -0.660
F 14.786630 12.584310 11.122725 0.1537 0.2486 -0.5952 0.122
F 13.968460 10.663890 11.425745 -0.0577 -0.3947 -0.7454 0.110
F 14.360030 11.350000 9.375475 -0.7526 0.0331 -0.8262 0.148
S 16.567740 10.548070 10.706325 -0.1837 -0.2152 1.6910 0.749
O 16.868380 10.651280 12.163495 -0.3104 0.3936 -3.2501 -0.339
O 16.322550 9.174440 10.283895 0.4670 1.7817 -0.7091 -0.316
N 17.500180 11.541760 9.558655 -3.6398 -3.5644 0.9393 -0.295
S 18.427980 12.385540 10.421235 5.5273 1.4873 4.6328 0.539
O 17.808840 13.311240 11.357865 -0.3182 0.1506 -1.0136 -0.348
O 19.553160 11.647940 11.105205 -2.2131 1.3471 -2.3866 -0.353
C 19.232270 13.505630 9.072085 -0.4925 0.0025 -0.6811 -0.608
F 19.599570 12.777800 7.997165 0.3983 0.0210 0.7223 0.102
F 18.297010 14.351420 8.598095 0.1833 0.0002 0.5785 0.101
F 20.281960 14.235130 9.510725 -1.0833 -1.0562 -0.1383 0.131
C 24.031930 20.780220 16.709785 -1.0524 1.6805 -0.7371 -0.611
F 25.307700 21.082700 16.449675 -0.3323 -0.9631 -0.2669 0.123
F 23.814220 19.460050 16.884255 0.5261 0.7672 -0.3725 0.108
F 23.757170 21.397950 17.864885 -0.3763 -0.2473 0.0945 0.102
S 22.834010 21.491870 15.256475 -0.1172 -0.2686 0.8350 0.699
O 23.206650 20.718660 14.078745 -0.0882 0.8656 1.5059 -0.311
O 21.448780 21.297760 15.738495 2.2743 0.2006 -0.1078 -0.356
N 23.347070 23.157860 15.269015 -0.2076 -3.9565 1.5950 -0.291
S 22.614530 23.695270 14.025555 -0.7192 2.4626 -4.9492 0.515
O 23.194900 23.263640 12.750255 -0.4706 0.4668 1.2900 -0.329
O 21.166870 23.681820 14.081925 0.7189 0.2588 0.3568 -0.316
C 23.141400 25.572960 14.029995 -0.8263 -1.1687 0.0823 -0.609
F 22.793580 26.078560 15.218285 -0.5252 0.6259 -0.5648 0.112
F 24.450540 25.713340 13.940735 0.6015 -0.0304 -0.3738 0.126
F 22.585210 26.251210 12.957825 0.4296 -0.8734 1.8568 0.089
C 19.295240 20.798930 11.607055 0.6848 0.9633 -0.3661 -0.529
F 18.448460 20.165450 12.445345 0.4978 0.4773 0.0330 0.073
F 19.910120 21.859960 12.230845 -1.5331 -1.6747 -0.9703 0.101
F 20.284680 19.919890 11.296775 -1.1384 0.7665 -0.0844 0.108
S 18.229520 21.316820 9.976015 1.5041 1.4890 -0.3310 0.707
O 19.189660 22.155590 9.212895 -2.3069 -1.4001 1.8534 -0.336
O 17.847790 20.037930 9.390555 0.5008 1.1141 0.6643 -0.349
N 16.884650 22.220330 10.583475 3.0431 -0.7600 -1.2608 -0.310
S 15.647260 21.266290 10.461515 -1.6400 0.3054 -1.1448 0.549
O 15.172730 21.067990 9.087045 -0.0888 0.2445 1.8486 -0.334
O 15.834380 20.136420 11.317485 -0.9367 -1.5460 0.6828 -0.358
C 14.280110 22.312160 11.424335 0.7699 -2.3400 -1.0686 -0.618
F 13.025670 22.012130 10.940835 1.2821 0.5172 0.5605 0.084
F 14.330690 21.946190 12.714705 -0.3083 0.4353 -0.4585 0.103
F 14.549150 23.572910 11.282865 -0.4781 1.0719 0.1689 0.161
C 19.807620 24.610640 17.362445 1.0780 1.3152 -0.0934 -0.607
F 18.911940 23.795670 17.865975 -1.0092 -0.6214 0.0142 0.124
F 20.952950 23.927320 17.261745 -0.6241 0.6317 -0.6024 0.123
F 19.353910 25.127110 16.168465 1.1492 -0.9964 2.2913 0.130
S 20.037040 26.048160 18.653975 -1.5695 2.6144 -1.9038 0.739
O 20.999670 27.013010 18.104715 -0.7089 -2.4593 1.0698 -0.303
O 18.656400 26.619510 18.703525 2.5389 -1.9505 0.4281 -0.338
N 20.531950 25.208870 20.121745 -0.4225 -0.9011 -4.1338 -0.295
S 20.257380 26.256390 21.174455 -1.2910 6.0016 1.8933 0.497
O 20.988440 27.523320 20.984735 -0.6684 -1.7394 0.5851 -0.320
O 18.832740 26.474510 21.488275 1.7017 -1.1445 0.6427 -0.330
C 21.080440 25.543440 22.647075 0.4390 0.0547 0.5090 -0.662
F 21.079940 26.342780 23.740575 -0.8659 -0.4424 -0.7288 0.118
F 20.428440 24.394630 22.912105 0.0660 -0.3436 0.7013 0.081
F 22.365140 25.267340 22.456715 0.0703 -0.3520 -0.4744 0.134
```
Forces are in eV/Å.

The calculation puts the molecular weight at 2033.78 g mol⁻¹. The HOMO energy comes out at -4.9 eV. The HOMO-LUMO gap comes out at 6.649 eV. The value obtained for the total energy is -318903.8417 eV. As for the total charge: -2.